No. 1
Density functional theory data (ωB97M-V/def2-TZVPD) for a 9-piece molecular cluster, C47H67Cl17FN3O6 overall.

Output
- HOMO energy: -7.932 eV
- Gap between HOMO and LUMO: 7.37 eV
- SMILES: CCCOCc1c(F)cc2c(c1ON=O)C(=O)c1c(CCN)c([C@@H](Cl)CC)c(CCCCn3cccc3)c(O)c1C2=O.ClCCCl.ClCCCl.ClCCCl.ClCCCl.ClCCCl.ClCCCl.ClCCCl.ClCCCl
- Total charge: 0

The geometry in XYZ format:
```
141
Properties=species:S:1:pos:R:3:lowdin_charge:R:1
H 1.791 -2.913 -0.925 0.116
H 3.855 -0.631 0.769 0.122
H 11.850 -7.625 -2.928 0.098
C -9.773 8.946 -1.374 -0.667
H 1.310 -0.214 0.104 0.110
C 2.351 -0.278 -1.748 -0.104
H 10.553 -5.057 -1.821 0.055
H 2.176 0.346 -6.425 0.068
H -8.009 8.750 -0.146 0.073
C -5.528 2.915 5.339 -0.659
Cl -6.735 -2.333 9.921 0.546
C -3.276 -0.716 1.990 -0.623
H -4.339 -0.537 1.847 0.065
C 4.663 -0.943 -1.666 -0.026
H -3.209 -0.467 4.112 0.038
C -3.240 -1.968 7.453 -0.677
Cl -3.977 -2.658 3.783 0.557
H -5.151 2.361 6.197 0.046
C 7.712 -4.537 -2.388 -0.202
C 3.432 -0.810 -1.062 -0.212
Cl -5.838 1.748 4.028 0.540
O 6.487 -2.477 -7.253 0.098
H -2.747 0.223 1.830 0.077
H -1.008 1.220 -5.217 0.063
F 8.135 -5.740 -1.977 0.106
H -0.338 -0.753 -3.790 0.094
C 3.714 0.032 -3.704 -0.131
C -1.202 -4.257 -3.782 -0.098
H 3.871 1.515 -5.201 0.036
H 0.543 1.029 -2.894 0.075
C 0.358 -0.314 -4.520 -0.236
H -10.088 4.858 3.337 0.045
H 10.721 -7.151 -4.800 0.117
C -4.573 4.004 4.922 -0.693
H -4.515 4.759 5.706 0.052
H 1.412 -2.584 -2.655 0.113
C 2.453 0.165 -3.075 -0.124
H -9.365 9.678 -2.070 0.073
H -8.435 7.896 7.776 0.074
C 7.079 -3.729 -1.464 0.092
Cl -6.855 6.536 6.701 0.560
H -10.404 6.472 7.718 0.075
H 0.970 -1.137 -4.889 0.086
Cl 1.484 2.283 -4.619 0.686
H 5.282 5.197 -3.999 0.068
H 7.872 -6.008 -4.699 0.135
H -1.373 -1.383 8.376 0.064
H -9.049 5.489 8.274 0.070
C 1.198 0.741 -3.716 -0.552
C -0.545 0.309 -5.613 -0.120
H -1.382 -0.385 -5.768 0.075
H -8.133 6.293 3.447 0.057
C 6.768 -2.071 -3.210 -0.010
H -3.743 -2.294 8.362 0.025
H 4.992 0.207 -5.488 0.086
C 1.043 -0.242 -0.958 -0.098
H -8.854 7.625 6.083 0.067
H -8.734 3.876 3.897 0.013
H 6.971 5.176 -4.512 0.072
Cl -9.429 3.295 1.721 0.553
H 12.257 -5.392 -2.284 0.074
C 4.795 -0.506 -2.978 -0.073
Cl -0.893 -1.745 6.098 0.573
H 7.233 2.898 -3.436 0.065
Cl -9.576 7.345 -2.127 0.547
Cl -3.854 -0.663 10.600 0.566
H 9.202 -7.440 -3.904 0.113
C 5.859 -1.569 -0.987 -0.232
H -0.179 -1.809 -0.157 0.068
H 4.549 0.027 -7.579 0.062
C 6.617 -2.512 -1.908 -0.072
N -1.078 -3.998 -2.462 -0.144
Cl -9.804 8.024 1.201 0.596
H -8.522 6.045 1.746 -0.019
C 10.932 -7.089 -2.660 -0.206
H 10.355 -7.738 -1.989 0.097
H -1.485 -3.086 7.934 0.076
N 3.782 -0.626 -7.439 0.001
H 0.460 0.664 -1.147 0.109
C 6.114 4.550 -4.267 -0.650
H -1.938 -1.515 3.483 0.033
C -2.242 -3.701 -1.822 -0.130
C 0.187 -4.071 -1.725 -0.128
C -9.446 6.044 7.427 -0.641
C 6.182 -0.705 -3.555 -0.250
C 6.474 3.618 -3.136 -0.633
O 9.827 -5.428 -4.126 -0.134
C 10.098 -6.809 -3.957 -0.212
H -3.049 -4.264 -4.988 0.087
H 6.927 -4.027 -0.429 0.145
H 0.828 -4.772 -2.282 0.120
C -9.052 9.045 -0.054 -0.639
C -5.514 -0.060 10.819 -0.650
H -3.593 -2.584 6.628 0.033
Cl -9.767 4.888 6.110 0.618
H 0.060 -4.515 -0.731 0.128
H -0.404 -4.539 -4.454 0.117
H -7.435 -0.727 11.478 0.072
H -6.490 3.352 5.608 0.053
H -0.684 -1.362 -1.805 0.093
C 7.865 -4.135 -3.698 -0.025
Cl -6.527 4.957 2.382 0.611
H -6.097 -1.696 12.100 0.068
C 7.408 -2.899 -4.116 -0.161
H -4.259 -3.608 -2.633 0.091
C 3.977 0.423 -5.152 -0.160
H -5.826 0.410 9.888 0.065
Cl 5.672 3.676 -5.755 0.570
C -1.748 -2.075 7.626 -0.646
C 8.547 -5.141 -4.646 -0.122
H -9.086 10.071 0.311 0.073
N 6.312 -2.573 -6.108 0.029
Cl -3.754 -0.294 7.137 0.538
H -4.897 4.489 4.002 -0.032
C -2.559 -4.108 -4.034 -0.110
Cl -2.730 -1.841 0.714 0.653
Cl 5.067 2.707 -2.531 0.650
O 6.197 -1.318 0.152 0.138
C -9.124 4.439 3.054 -0.718
H 0.003 0.498 -6.539 0.060
H -10.838 9.137 -1.261 0.068
C -2.982 -1.236 3.373 -0.682
C -8.507 7.141 6.994 -0.654
O 6.808 0.130 -4.175 0.116
C 3.040 -0.278 -6.200 -0.241
C -8.188 5.549 2.652 -0.670
C -6.464 -1.156 11.231 -0.662
H -2.357 -3.478 -0.765 0.015
C 0.984 -2.746 -1.655 -0.165
H -5.475 0.706 11.592 0.073
O 7.570 -2.530 -5.444 -0.005
H 6.860 4.195 -2.297 0.072
H 8.586 -4.705 -5.654 0.128
H 11.532 -6.125 -0.839 0.072
H 4.249 -1.502 -7.220 0.024
C 11.334 -5.816 -1.877 -0.103
C -3.205 -3.772 -2.824 -0.098
H 2.776 -1.241 -5.748 0.106
C 0.181 -1.543 -1.156 -0.182
O 3.311 -1.241 0.253 0.041
Cl -2.916 3.387 4.672 0.536
```



No. 2
Density functional theory data (ωB97M-V/def2-TZVPD) for C47H67N4O2W as an isolated structure.

Output
- HOMO energy (spin up / spin down): -15.830 / -15.830 eV
- Gap between HOMO and LUMO (spin up / spin down): 5.37 / 5.37 eV
- Total charge: +3

The geometry in XYZ format:
```
121
Properties=species:S:1:pos:R:3:nbo_charge:R:1
H -3.025 -1.810 -4.830 0.236
H -2.113 -1.529 5.333 0.250
H 3.082 -0.855 3.747 0.204
C 2.926 1.437 -3.546 -0.606
C 3.189 0.645 -1.073 0.366
C 0.194 1.966 2.948 0.081
C 0.454 1.473 4.238 -0.212
C 1.353 -0.299 0.382 0.288
C 1.765 0.780 -0.667 0.128
C -3.797 2.897 -1.321 -0.607
H 1.848 1.364 -3.433 0.230
C 1.601 3.433 -0.505 -0.037
H -3.389 4.785 0.903 0.219
N -2.832 0.992 0.738 -0.822
N -0.759 1.508 2.171 -0.455
H -3.223 1.876 1.045 0.415
H 1.802 2.035 1.100 0.238
H 3.961 -1.002 -3.849 0.258
H 6.622 -0.538 2.797 0.251
C 1.327 3.673 -2.000 -0.629
C -2.560 -3.445 -0.752 -0.133
H -3.180 -6.148 -0.255 0.217
C -1.717 -5.101 1.003 -0.090
C -0.870 -2.719 0.779 -0.179
H -0.451 -4.629 2.738 0.197
H 3.731 -2.880 2.287 0.211
C -2.600 -2.222 -1.437 -0.035
H -5.021 -2.970 -3.804 0.239
H 3.181 1.021 -4.522 0.247
H 5.470 1.111 -3.629 0.253
H 0.804 2.766 2.559 0.196
C -1.771 -1.252 -0.915 0.276
H -4.398 -1.060 1.723 0.243
H 4.758 -0.818 4.292 0.252
H 3.726 2.999 -0.657 0.220
C -4.247 -0.716 -2.642 -0.600
C -3.438 -2.021 -2.706 -0.080
C 1.299 2.051 0.146 -0.523
H 5.975 0.836 1.903 0.218
C -0.570 -5.904 0.361 -0.594
H 1.150 5.423 0.160 0.247
C -1.430 3.513 -0.485 0.115
C 3.719 0.658 -2.485 -0.145
H -5.096 -3.306 -2.073 0.218
H -1.057 5.395 -0.090 0.422
H 5.418 -2.743 2.790 0.252
H -3.215 -4.228 -1.102 0.242
H 1.322 4.749 -2.186 0.238
H 3.228 2.484 -3.571 0.213
H -3.295 5.037 -2.877 0.256
C -0.879 -1.509 0.138 0.041
C -1.578 0.549 2.690 0.119
C -2.768 4.008 -1.060 -0.136
O -1.690 0.081 -1.330 -0.646
H -3.036 -6.762 1.379 0.239
H -1.905 -2.896 -3.994 0.226
H -1.657 5.425 -2.339 0.214
H 1.257 1.908 4.819 0.247
H 5.014 -2.726 1.069 0.226
H -4.948 -0.684 -3.478 0.245
N -0.664 4.460 -0.081 -0.467
C 4.071 -0.441 3.533 -0.593
N -0.038 -0.378 0.384 -0.633
C 0.758 4.422 0.315 -0.226
C -3.308 -1.440 3.567 -0.171
H -4.488 3.224 -2.097 0.260
H 2.549 -1.214 -2.807 0.222
H -4.840 -0.653 -1.720 0.199
H -1.998 3.869 -3.122 0.221
H 5.362 2.068 -2.153 0.221
H -1.567 -5.963 2.977 0.241
C -2.392 4.620 -2.431 -0.599
H 0.395 -5.412 0.519 0.201
H 5.874 0.366 -2.097 0.224
C 4.685 -2.398 2.059 -0.592
H -3.501 0.568 0.107 0.423
H 1.924 -1.457 2.032 0.250
H 4.026 0.648 3.632 0.214
H 0.408 3.280 -2.394 0.205
C 4.040 0.284 -0.039 -0.330
H -0.183 -2.890 1.600 0.226
H 2.123 3.246 -2.604 0.248
H 4.186 -1.492 -2.159 0.221
C 5.194 1.072 -2.574 -0.612
H 0.818 4.219 1.384 0.217
H 6.491 -0.641 1.051 0.223
H 5.103 0.396 -0.188 0.265
W -0.675 1.300 -0.406 2.353
H -2.182 -4.306 2.988 0.205
H -3.902 -4.126 -3.106 0.222
H -3.343 1.980 -1.682 0.201
C 2.243 -0.797 1.234 -0.252
C 4.604 -0.853 2.144 -0.137
C -3.038 -5.847 0.785 -0.609
C -1.373 -0.048 3.941 -0.085
H -2.931 6.060 -0.249 0.221
C -2.262 -1.067 4.363 -0.158
H -3.613 0.166 -2.726 0.193
C -1.738 -3.720 0.344 0.035
H -0.100 0.012 5.697 0.252
C -1.463 -4.982 2.513 -0.601
C -4.416 -3.179 -2.921 -0.612
H -1.752 -1.141 -3.798 0.197
H 3.286 3.857 0.827 0.222
C 5.997 -0.257 1.949 -0.617
H -3.997 -2.207 3.898 0.255
H -4.445 5.211 -0.444 0.262
C -3.538 -0.791 2.330 -0.191
H -3.900 -5.249 1.097 0.212
O 0.736 0.814 -1.634 -0.672
C -0.300 0.442 4.721 -0.078
C -2.680 0.181 1.921 0.178
H 3.327 4.714 -0.726 0.250
C -3.403 5.076 -0.151 -0.631
H -0.724 -6.021 -0.715 0.219
C 3.069 3.768 -0.244 -0.606
C 3.590 -0.872 -2.831 -0.577
H -4.406 2.681 -0.440 0.209
C 3.624 -0.404 1.097 0.284
C -2.466 -1.963 -3.902 -0.598
H -0.518 -6.901 0.807 0.235
```



Largest force on an atom in hartree/bohr, matching the order above: 0.0673, 0.0593